This record from OMol25 describes a cluster of 16 separate species, C86H190N16 in total in a non-equilibrium geometry. The level of theory is ωB97M-V/def2-TZVPD.

Geometry as XYZ:
```
292
Properties=species:S:1:pos:R:3:forces:R:3:lowdin_charge:R:1
N 6.14660 0.36228 -0.53252 -0.51 -0.30 -2.03 0.06
C 5.72866 -0.81833 -0.04464 0.80 0.45 3.17 -0.21
C 5.11042 -1.58241 -0.94988 -0.34 -0.19 -0.88 -0.11
C 5.14633 -0.81109 -2.15247 -0.36 0.14 -0.15 -0.10
C 5.79510 0.36900 -1.85525 -0.48 -0.09 -0.38 -0.13
H 6.49094 1.19903 -0.08378 0.51 0.27 0.71 0.08
H 5.85665 -1.00031 1.01220 0.14 -0.16 -0.02 0.09
H 4.67339 -2.52409 -0.65219 -0.09 -0.09 -0.59 0.09
H 4.59772 -0.99486 -3.06442 0.34 -0.17 -0.09 0.06
H 5.94242 1.24406 -2.47086 0.06 -0.16 0.00 0.09
N -5.16173 2.54684 1.71603 -1.25 0.91 -2.41 0.01
C -4.90687 2.32085 2.99461 0.31 -1.25 1.49 -0.15
C -4.94841 0.95806 3.14316 0.68 -0.86 1.19 -0.14
C -5.17494 0.35510 1.91358 -1.37 0.49 -1.72 -0.12
C -5.45294 1.38885 0.99185 1.33 -0.26 2.04 -0.09
H -5.17136 3.47293 1.31308 0.08 0.16 -0.24 0.11
H -4.70917 3.03127 3.78366 -0.02 0.39 -0.49 0.11
H -4.84203 0.37400 4.04536 0.21 0.29 0.18 0.07
H -5.22497 -0.71123 1.74972 -0.18 0.08 -0.15 0.08
H -5.83553 1.41623 -0.01774 0.36 0.02 0.07 0.10
N 2.21149 5.04687 3.12987 0.41 -0.13 -0.15 0.00
C 1.14455 4.77459 2.31664 1.32 0.15 -1.20 -0.07
C 1.66345 4.91256 0.98502 -3.54 -0.53 1.00 -0.13
C 2.95844 5.29935 1.03533 3.00 0.35 1.90 -0.13
C 3.32427 5.31744 2.39152 -0.19 0.42 -0.58 -0.14
H 2.21750 5.11726 4.13739 -0.32 -0.26 -0.22 0.15
H 0.23423 4.45166 2.79979 -0.16 0.14 -0.52 0.08
H 1.10257 4.84318 0.06470 -0.17 -0.26 0.24 0.05
H 3.64116 5.56292 0.24107 -0.26 -0.18 -0.20 0.08
H 4.26160 5.51317 2.89101 -0.06 0.15 -0.16 0.10
N -0.42844 -3.77205 -5.53223 1.43 -0.37 2.20 0.02
C -1.56392 -4.13711 -6.11713 -1.85 -0.63 1.86 -0.14
C -2.28404 -4.82437 -5.11130 -0.92 -0.45 -2.34 -0.14
C -1.51176 -5.00809 -3.94240 -0.16 1.06 -1.58 -0.10
C -0.38238 -4.27964 -4.21825 0.98 0.06 -0.39 -0.13
H 0.31342 -3.24343 -5.96845 0.36 -0.06 0.51 0.08
H -1.83291 -3.73676 -7.08345 -0.16 -0.31 0.05 0.11
H -3.27818 -5.18959 -5.32272 -0.04 -0.18 0.26 0.08
H -1.79715 -5.58375 -3.07431 0.21 0.26 0.04 0.09
H 0.47104 -4.19498 -3.56182 0.21 0.36 -0.41 0.08
N -1.43111 2.86112 5.91580 -0.18 0.03 -1.66 0.03
C -1.56061 3.73792 6.92246 -0.43 0.11 0.90 -0.15
C -1.82930 4.97364 6.38584 0.46 0.15 1.64 -0.12
C -1.75978 4.84354 5.00664 -0.55 0.84 -0.89 -0.14
C -1.59085 3.51910 4.71510 0.60 -0.29 0.06 -0.14
H -1.42557 1.85386 5.98999 0.23 -0.50 0.48 0.09
H -1.47441 3.40180 7.94520 -0.13 0.11 -0.03 0.11
H -2.02861 5.86326 6.96483 0.17 0.03 -0.13 0.09
H -1.84422 5.71354 4.37232 -0.08 -0.35 -0.46 0.09
H -1.48735 3.00712 3.76982 -0.10 -0.06 0.09 0.09
C -0.65069 -0.36740 4.28645 0.48 0.43 1.00 -0.07
C -0.43982 -0.74318 5.76967 -0.85 -0.44 -1.51 -0.24
N -1.39934 -0.00694 6.61080 -1.10 -0.49 0.23 -0.19
C -2.77969 -0.59126 6.41694 0.44 -0.14 -0.51 -0.25
C -3.97464 0.11626 7.03205 0.53 0.91 -0.10 -0.08
C -1.06179 -0.26026 8.01083 0.78 1.06 -0.44 -0.26
C 0.18190 0.51531 8.42805 0.05 0.11 0.69 -0.08
H 0.02358 -0.91144 3.62503 -0.23 -0.23 -0.02 0.07
H -0.36698 0.68258 4.21482 -0.21 0.18 -0.35 0.06
H -1.70345 -0.49341 4.03363 0.29 0.01 -0.42 0.05
H -0.65323 -1.80825 5.86004 0.02 -0.47 0.22 0.10
H 0.61837 -0.63900 6.00941 -0.21 0.54 0.48 0.11
H -2.70185 -1.62876 6.74198 -0.25 -0.35 0.15 0.11
H -3.06432 -0.62445 5.36529 0.58 -0.05 -0.17 0.08
H -4.88771 -0.30225 6.60863 -0.03 -0.38 0.47 0.07
H -3.99424 1.13961 6.65726 0.15 0.25 0.05 0.07
H -3.97593 0.18805 8.11968 -0.23 -0.32 -0.05 0.07
H -1.87180 0.03566 8.67747 -0.16 -0.11 -0.29 0.11
H -0.84113 -1.31878 8.14846 -0.25 -0.37 0.20 0.12
H 1.10440 -0.01918 8.20133 -0.02 -0.08 0.35 0.07
H 0.32863 1.52216 8.03712 -0.55 -0.03 -0.43 0.06
H 0.02142 0.66682 9.49549 0.81 -0.16 0.25 0.07
C -4.46993 -2.72167 -1.47158 -0.65 0.66 -0.09 -0.09
C -4.61595 -3.47198 -2.80221 0.29 1.37 0.42 -0.23
N -5.34543 -2.70484 -3.84123 -0.70 0.64 -0.37 -0.16
C -4.52605 -1.87253 -4.76156 1.33 0.23 0.62 -0.22
C -3.60530 -0.82066 -4.03459 -1.09 -1.47 -0.49 -0.07
C -6.21042 -3.58237 -4.63863 -0.02 -1.06 -0.30 -0.26
C -7.45773 -4.15628 -3.89433 0.05 0.55 0.70 -0.08
H -5.41980 -2.61142 -0.94843 -0.06 -0.28 0.17 0.07
H -4.15071 -1.69397 -1.64487 0.18 -0.05 -0.06 0.04
H -3.71669 -3.19213 -0.83961 -0.14 -0.16 0.11 0.06
H -3.56364 -3.61474 -3.04789 -0.11 -0.72 -0.78 0.08
H -5.15955 -4.39455 -2.59859 0.32 -0.15 -0.33 0.11
H -3.88746 -2.51776 -5.36487 0.33 -0.28 -0.09 0.09
H -5.09458 -1.31353 -5.50480 -0.78 -0.19 0.36 0.11
H -3.01435 -0.23142 -4.73579 -0.20 -0.10 -0.13 0.04
H -4.30232 -0.19222 -3.48021 0.46 0.23 0.35 0.07
H -2.91387 -1.38716 -3.41081 0.03 0.39 0.31 0.05
H -5.58497 -4.38341 -5.03267 0.15 -0.88 0.32 0.09
H -6.43592 -3.16256 -5.61895 -0.64 0.90 0.41 0.10
H -7.28060 -5.01165 -3.24235 0.64 -0.10 -0.10 0.05
H -8.35328 -4.46864 -4.43146 0.40 0.18 -0.88 0.06
H -7.84390 -3.40800 -3.20221 0.14 0.35 -0.02 0.07
C -1.73756 0.71102 0.87198 0.26 0.45 0.70 -0.08
C -1.31362 0.55589 -0.56682 -0.63 -1.33 -0.09 -0.24
N 0.07050 0.11645 -0.75134 -0.15 0.08 -0.47 -0.14
C 0.33240 -1.27084 -0.26122 0.26 0.83 -0.47 -0.24
C -0.50127 -2.34985 -0.88517 -0.78 -0.12 -0.24 -0.08
C 1.04722 1.08278 -0.25219 0.64 -0.48 0.61 -0.27
C 2.41587 0.87137 -0.83711 0.75 -0.22 -0.29 -0.08
H -2.73366 1.13378 1.00297 0.05 0.16 -0.18 0.05
H -0.98459 1.35326 1.32875 -0.21 0.25 0.49 0.07
H -1.76048 -0.21316 1.44945 0.18 -0.25 -0.19 0.06
H -1.95729 -0.21438 -0.99165 -0.01 -0.09 -0.35 0.10
H -1.56672 1.44972 -1.13698 0.51 0.22 -0.06 0.09
H 1.36369 -1.54953 -0.47771 0.18 0.53 0.22 0.10
H 0.14462 -1.36300 0.80852 0.37 0.27 0.53 0.10
H -0.06198 -3.33047 -0.70210 0.08 0.01 0.16 0.05
H -1.48098 -2.34046 -0.40749 -0.26 -0.21 -0.29 0.06
H -0.60861 -2.25418 -1.96564 -0.06 0.16 -0.06 0.07
H 1.15027 0.99135 0.82907 0.04 -0.11 0.56 0.10
H 0.84284 2.14768 -0.36306 -0.97 -0.10 -0.56 0.10
H 3.11151 1.63992 -0.50018 0.00 0.16 0.15 0.07
H 2.42350 0.91137 -1.92635 -0.19 -0.01 -0.12 0.07
H 2.86449 -0.07957 -0.54980 -0.04 -0.02 -0.02 0.05
C 4.01665 -0.40586 4.57508 -1.15 0.75 0.16 -0.11
C 4.92803 -1.57890 4.30004 -0.54 0.70 1.18 -0.28
N 4.19569 -2.72068 3.74606 1.34 0.77 -0.23 -0.14
C 3.49600 -2.24963 2.54624 -1.38 -1.10 -1.30 -0.25
C 2.71212 -3.40148 1.84711 0.06 -0.44 0.89 -0.08
C 5.21131 -3.76839 3.35684 -1.96 0.01 0.54 -0.23
C 6.01467 -4.31916 4.53345 0.65 0.16 0.03 -0.09
H 3.72154 0.13948 3.67863 0.13 0.11 0.04 0.05
H 4.36098 0.31220 5.31934 0.76 0.05 -0.25 0.08
H 3.08454 -0.71143 5.05037 -0.20 -0.53 -0.18 0.07
H 5.75496 -1.22200 3.68610 0.30 -0.18 -0.47 0.11
H 5.33901 -1.77864 5.28964 0.25 -0.77 -0.14 0.11
H 2.75962 -1.45024 2.62879 -0.13 -0.10 1.31 0.10
H 4.14057 -1.74536 1.82628 0.67 -0.44 -0.27 0.08
H 2.13307 -4.03138 2.52241 0.29 0.16 1.03 0.07
H 1.85461 -3.10074 1.24517 0.75 0.45 -0.87 0.04
H 3.39258 -4.14425 1.43074 -0.24 0.33 -0.89 0.06
H 5.78047 -3.43930 2.48743 0.57 0.22 0.08 0.12
H 4.56204 -4.55996 2.98273 0.36 -0.34 0.07 0.09
H 6.44312 -5.28525 4.26658 -0.30 -0.19 0.01 0.07
H 5.44848 -4.40561 5.46084 -0.45 -0.22 -0.29 0.08
H 6.89463 -3.75807 4.84802 -0.02 0.55 -0.39 0.06
C -0.23373 2.85191 -3.70337 0.49 -0.16 0.81 -0.10
C -1.71063 2.55225 -3.89445 1.18 0.92 -0.07 -0.25
N -2.14415 3.27491 -5.06295 -0.59 0.17 -1.87 -0.18
C -1.85541 4.74251 -4.99384 0.05 -0.91 -0.26 -0.22
C -2.49315 5.65283 -6.05622 -0.96 -0.35 0.23 -0.08
C -3.45640 2.85621 -5.54619 -0.36 0.17 0.72 -0.23
C -4.65237 3.33401 -4.66460 0.92 -0.28 -0.57 -0.07
H 0.19035 2.14451 -2.99073 0.10 0.00 0.20 0.06
H -0.07361 3.85384 -3.30515 0.06 -0.04 -0.01 0.04
H 0.34900 2.76061 -4.61999 -0.22 -0.06 -0.19 0.09
H -1.79437 1.46605 -3.93012 -0.55 0.08 -0.54 0.10
H -2.25092 2.91745 -3.02105 -0.23 -0.12 0.58 0.09
H -0.78016 4.86520 -5.12370 0.09 -0.10 0.05 0.10
H -2.04787 5.03426 -3.96140 -0.38 0.68 0.17 0.10
H -2.14430 6.68351 -5.99224 0.55 -0.20 -0.03 0.07
H -3.57182 5.78436 -5.97088 -0.20 -0.31 0.36 0.05
H -2.38656 5.26030 -7.06749 0.53 0.04 0.02 0.08
H -3.64748 3.12937 -6.58397 0.23 0.60 -0.02 0.10
H -3.42913 1.76966 -5.62840 -0.06 -0.14 0.39 0.09
H -4.56892 3.01731 -3.62497 -0.01 -0.38 -0.11 0.05
H -4.62350 4.42311 -4.63089 -0.39 0.03 -0.17 0.05
H -5.56968 2.94968 -5.11059 -0.19 0.25 0.23 0.07
C -1.49344 4.53427 -0.74388 -1.44 -0.29 0.68 -0.05
C -2.86617 4.00534 -0.16417 -0.13 0.90 -1.36 -0.20
N -3.83346 5.01250 0.34693 -1.16 -1.22 -1.52 -0.20
C -3.34579 5.66525 1.47308 0.74 1.41 2.28 -0.31
C -4.40666 6.32573 2.36418 -0.19 0.44 -0.68 -0.07
C -4.46569 5.91181 -0.64795 0.04 -0.10 -0.76 -0.21
C -5.44703 5.22936 -1.61413 0.81 -0.31 -0.19 -0.07
H -1.54708 4.99367 -1.73088 -0.31 0.07 0.02 0.05
H -0.88004 3.63918 -0.84709 0.43 0.27 0.23 0.05
H -1.12408 5.27618 -0.03590 0.55 -0.24 -0.08 0.06
H -3.37980 3.45969 -0.95572 -0.03 -0.16 -0.07 0.09
H -2.65622 3.26449 0.60730 -0.09 0.31 0.23 0.09
H -2.78272 4.97979 2.10649 -0.13 -0.49 -0.01 0.10
H -2.58388 6.40592 1.23019 0.24 0.60 -0.17 0.11
H -5.24947 5.65170 2.51726 0.14 -0.17 0.45 0.07
H -3.98872 6.73056 3.28589 0.03 -0.51 0.17 0.07
H -4.85080 7.20435 1.89636 0.04 0.05 -0.29 0.06
H -3.70579 6.39290 -1.26375 0.50 -0.02 -0.26 0.11
H -4.97450 6.78517 -0.23996 0.04 -0.39 0.88 0.11
H -5.81355 5.88980 -2.40000 -0.06 0.46 0.31 0.07
H -6.30665 4.76052 -1.13526 0.15 -0.08 0.11 0.08
H -4.87195 4.51042 -2.19766 -0.28 -0.43 0.23 0.03
C -5.52123 -3.44666 3.57051 1.05 -0.68 0.17 -0.06
C -4.45745 -3.92219 4.64038 -2.07 2.28 -1.98 -0.25
N -3.36968 -4.63427 3.97772 -0.71 -0.84 2.22 -0.17
C -2.39888 -3.71619 3.43023 1.34 -0.69 -1.07 -0.24
C -1.50630 -4.47526 2.38627 -0.83 0.17 0.54 -0.05
C -2.81129 -5.44129 5.09285 0.32 -1.67 -0.92 -0.24
C -3.69056 -6.70398 5.31035 -0.11 0.43 0.11 -0.07
H -4.93330 -3.12189 2.71205 -0.19 0.29 -0.13 0.04
H -6.15225 -2.62538 3.91023 0.01 -0.09 0.09 0.07
H -6.12375 -4.27468 3.19710 -0.12 -0.04 0.22 0.07
H -4.09297 -2.97083 5.02791 0.39 0.12 0.56 0.09
H -5.01691 -4.39205 5.44929 0.63 -0.59 -0.13 0.11
H -2.85870 -2.81835 3.01724 -0.19 -0.16 -0.16 0.10
H -1.71077 -3.37919 4.20549 0.11 0.31 0.39 0.10
H -2.05470 -4.85283 1.52325 -0.33 0.35 -0.03 0.06
H -0.67323 -3.87266 2.02439 0.09 -0.03 0.17 0.05
H -1.16626 -5.38479 2.88148 0.47 0.10 -0.03 0.06
H -2.65453 -4.87873 6.01320 -0.45 0.39 0.24 0.11
H -1.80063 -5.77883 4.86317 0.06 -0.06 -0.37 0.10
H -3.68451 -7.40195 4.47315 0.36 0.23 -0.21 0.06
H -4.73732 -6.42064 5.42041 -0.02 0.05 0.11 0.06
H -3.43124 -7.28185 6.19745 0.23 0.18 0.10 0.07
C -0.44896 -9.93420 -1.31689 0.50 -0.96 0.80 -0.07
C 0.14873 -9.32888 -0.02031 -0.08 0.43 -0.65 -0.23
N -0.55373 -8.16729 0.46844 -2.00 1.10 0.55 -0.16
C -1.91790 -8.46987 0.92888 -0.56 -1.15 0.91 -0.27
C -2.05565 -9.40594 2.12953 1.03 0.44 0.27 -0.09
C -0.73867 -7.08166 -0.48392 0.36 0.66 0.28 -0.29
C 0.50388 -6.30024 -0.72764 0.88 0.24 -0.69 -0.09
H -1.49568 -10.21430 -1.19840 -0.08 0.31 -0.05 0.06
H 0.05362 -10.88954 -1.46801 0.16 -0.05 -0.26 0.07
H -0.30610 -9.33913 -2.21888 -0.04 0.13 0.22 0.07
H 0.21080 -10.00932 0.82895 -0.16 -0.42 -0.32 0.11
H 1.17841 -9.01596 -0.19340 0.11 -0.06 -0.18 0.11
H -2.55523 -7.63398 1.21731 0.88 0.85 -0.20 0.10
H -2.53313 -8.92034 0.14999 0.02 -0.21 -0.54 0.10
H -1.66441 -10.39619 1.89621 -0.84 -0.34 0.09 0.06
H -1.46225 -9.10710 2.99362 0.38 0.46 -0.10 0.07
H -3.06930 -9.28540 2.51175 -0.21 -0.92 -0.33 0.07
H -1.46972 -6.41167 -0.03141 -0.14 -0.05 -0.22 0.09
H -1.06975 -7.35701 -1.48526 -0.66 -0.51 -0.02 0.10
H 0.99009 -5.97525 0.19218 0.10 -0.02 -0.07 0.08
H 0.29768 -5.44753 -1.37454 -0.17 0.26 0.20 0.04
H 1.16609 -6.89610 -1.35578 0.51 -0.11 0.31 0.07
C 5.42050 2.22724 2.54459 -0.12 -0.63 0.61 -0.09
C 5.98681 3.17772 1.51136 -0.45 -0.71 -0.46 -0.24
N 7.16328 2.69430 0.73616 -1.07 0.15 1.12 -0.22
C 8.26341 2.34957 1.63199 1.39 -0.41 -0.30 -0.23
C 9.20384 1.22194 1.04655 -0.74 1.10 0.14 -0.05
C 7.57419 3.76308 -0.16061 -0.02 -0.36 -0.79 -0.24
C 6.59877 4.07250 -1.29682 -0.25 0.19 0.14 -0.07
H 5.26681 1.21428 2.17261 0.17 -0.06 -0.30 0.06
H 4.42980 2.53447 2.87957 -0.08 0.37 -0.24 0.07
H 5.98532 2.12661 3.47140 0.31 0.10 -0.07 0.07
H 5.17574 3.30152 0.79375 0.08 0.33 -0.09 0.09
H 6.17440 4.14447 1.97859 0.23 0.31 0.00 0.11
H 7.91900 2.09813 2.63511 -0.21 -0.39 -0.28 0.10
H 8.83070 3.26732 1.78707 0.48 0.15 0.13 0.11
H 10.05472 0.99612 1.68928 -0.35 -0.16 0.37 0.07
H 9.68330 1.54517 0.12257 -0.28 0.14 -0.21 0.06
H 8.59147 0.34952 0.81856 0.26 -0.15 0.15 0.06
H 7.73878 4.67731 0.40963 0.14 0.30 0.19 0.11
H 8.53421 3.45412 -0.57414 0.06 0.13 -0.15 0.11
H 7.02678 4.85040 -1.92909 0.09 -0.09 -0.13 0.08
H 6.31632 3.22080 -1.91563 0.39 -0.11 0.04 0.05
H 5.64863 4.47729 -0.94828 0.03 0.10 0.24 0.05
C 3.39762 4.10000 -3.20647 -0.39 0.72 -0.39 -0.06
C 2.38663 5.25518 -2.88830 1.16 -0.90 0.88 -0.25
N 2.99891 6.34209 -2.14364 0.74 1.22 -0.15 -0.18
C 4.03273 7.07592 -2.94564 0.06 -1.02 0.81 -0.25
C 4.91301 8.05493 -2.16452 0.04 0.24 -1.02 -0.08
C 2.01523 7.29032 -1.55830 0.18 0.27 -0.36 -0.23
C 1.16370 8.07000 -2.63101 0.74 -0.95 1.06 -0.06
H 3.91730 3.66911 -2.35068 -0.33 0.25 0.29 0.05
H 4.17158 4.46613 -3.88103 0.03 -0.04 -0.09 0.06
H 2.89566 3.28576 -3.72909 -0.16 0.01 0.02 0.06
H 1.93116 5.61578 -3.81058 -0.29 -0.22 -0.28 0.10
H 1.65201 4.85785 -2.18791 -0.44 -0.10 -0.38 0.09
H 4.74836 6.37431 -3.37428 -0.11 -0.56 0.40 0.09
H 3.64560 7.49082 -3.87628 -0.55 0.70 0.06 0.11
H 5.54658 7.60517 -1.40007 -0.52 -0.19 0.28 0.07
H 5.63244 8.38030 -2.91596 0.14 0.35 -0.04 0.07
H 4.41014 8.95763 -1.81757 -0.06 -0.19 0.24 0.07
H 2.55939 7.89587 -0.83353 0.38 0.80 -0.62 0.10
H 1.38232 6.84555 -0.79037 -0.41 -0.90 -0.67 0.08
H 1.77950 8.75768 -3.21065 -0.16 0.15 0.14 0.06
H 0.31842 8.56169 -2.14952 0.12 0.20 -0.13 0.07
H 0.77667 7.31307 -3.31320 -0.21 0.14 -0.10 0.05
C 0.91944 -0.65112 -4.58155 -0.52 0.47 -0.41 -0.07
C 2.26921 -1.39361 -4.70489 -1.46 0.97 0.38 -0.25
N 2.24386 -2.36511 -5.77364 0.97 -0.35 -0.26 -0.20
C 3.49018 -3.16553 -5.71164 -1.18 -1.01 -0.16 -0.22
C 3.63276 -4.06780 -4.44073 0.57 0.81 -0.86 -0.06
C 1.98133 -1.75161 -7.10565 0.45 0.03 1.67 -0.25
C 1.68956 -2.74857 -8.18466 -0.48 0.08 0.06 -0.08
H 0.74625 -0.09564 -3.65985 0.41 -0.38 0.37 0.05
H 0.07358 -1.32499 -4.71773 0.10 -0.42 0.38 0.06
H 0.69328 0.10014 -5.33822 0.59 0.17 -0.33 0.06
H 3.09589 -0.69613 -4.83995 0.23 0.36 0.02 0.11
H 2.40616 -1.87302 -3.73560 0.23 -0.33 -0.14 0.10
H 3.45126 -3.82265 -6.58042 -0.16 -0.32 0.09 0.09
H 4.42174 -2.63303 -5.90331 0.11 0.76 0.39 0.11
H 2.71350 -4.54638 -4.10307 0.01 -0.09 -0.42 0.06
H 4.38823 -4.78298 -4.76615 -0.18 -0.46 0.38 0.07
H 4.06620 -3.55942 -3.57946 -0.06 0.28 -0.06 0.05
H 2.76148 -1.05202 -7.40574 0.54 0.05 -0.04 0.12
H 1.11516 -1.10939 -6.94632 -0.16 -0.17 -0.22 0.10
H 1.34341 -2.10527 -8.99363 0.02 -0.61 -0.53 0.08
H 0.88090 -3.39662 -7.84671 -0.16 -0.04 -0.31 0.06
H 2.50343 -3.41263 -8.47576 0.12 0.38 -0.12 0.07
```
Positions in Å, forces in eV/Å.

Its total energy is -4266.5207 a.u. For the LUMO energy, the calculation gives 0.60 eV. As for the total charge: 0. For the energy above the lowest of the compared OMol25 structures with the same formula, charge and spin, the calculation gives 0.0 kcal/mol.